1.
{
  "formula": "C3H8ClNS",
  "method": "the ωB97M-V functional and the def2-TZVPD basis",
  "e_above_lowest_kj_mol": 630.5,
  "homo_lumo_gap_ev": 7.010,
  "e_tot_ha": -1031.99454,
  "fmax_ha_per_bohr": 0.1055,
  "symbols": ["C", "C", "C", "H", "H", "H", "H", "H", "H", "H", "H", "N", "S", "Cl"],
  "xyz": [[0.5028, 0.0705, 0.0296], [-0.6263, -0.9034, -0.2806], [0.2106, 1.5201, 0.0812], [1.3411, -1.1307, 1.5217], [0.3697, 0.3093, 2.0548], [1.2079, -0.3090, -0.8296], [-0.4169, -2.1247, -0.4747], [-1.4087, -0.8827, 0.5172], [-1.7539, -2.4098, -2.9906], [-0.6630, 2.1364, -0.5314], [0.1410, 1.7727, 1.3041], [0.9483, -0.1758, 1.3479], [-1.4990, -0.2915, -1.9316], [1.6464, 2.4184, 0.1820]],
  "forces_ev_per_angstrom": [[0.32, -3.02, -2.06], [-2.86, -1.98, -1.46], [-3.60, 3.05, 2.69], [-0.90, 1.52, 0.19], [0.69, -1.38, -0.46], [-0.22, 1.62, 1.78], [0.11, 3.73, 0.62], [0.48, 0.03, -0.65], [0.33, 2.85, 1.41], [2.37, -2.14, 1.34], [-2.12, -0.99, -3.22], [1.85, -1.71, 1.41], [0.42, -3.52, 0.02], [3.11, 1.93, -1.60]],
  "nbo_charge": [-0.16, -0.48, -0.44, 0.39, 0.38, 0.22, 0.26, 0.21, 0.07, 0.26, 0.23, -0.85, -0.06, -0.01]
}

***

2.
{
  "formula": "C3H2N2O2",
  "method": "the ωB97M-V functional and the def2-TZVPD basis",
  "e_above_lowest_kj_mol": 370.3,
  "smiles": "O=C=N/C=C\\N=O",
  "homo_lumo_gap_ev": [7.793, 7.788],
  "e_tot_ha": -375.37048,
  "fmax_ha_per_bohr": 0.0872,
  "symbols": ["O", "C", "N", "C", "C", "N", "O", "H", "H"],
  "xyz": [[3.1154, -0.8747, -2.6015], [2.2907, -0.4746, -1.9477], [1.5859, 0.3021, -1.3713], [0.5801, 0.1612, -0.5599], [0.4291, -0.7769, 0.4102], [0.9306, -2.0189, 0.3619], [1.3112, -2.6314, 1.3641], [-0.0353, 0.9564, -0.4200], [-0.2536, -0.6823, 1.2878]],
  "forces_ev_per_angstrom": [[2.39, -2.23, -1.93], [0.12, 1.13, 0.15], [0.02, 0.76, -1.32], [-1.00, -2.12, 3.82], [-1.89, 0.78, 1.63], [2.88, -2.92, -0.58], [-1.22, 1.42, -0.87], [-1.59, 2.54, 0.02], [0.29, 0.63, -0.92]],
  "nbo_charge": [-0.43, 0.90, -0.55, 0.08, -0.18, 0.05, -0.30, 0.20, 0.22]
}

***

3.
{
  "formula": "C26H18InN2OS3SiTe",
  "method": "the ωB97M-V functional and the def2-TZVPD basis",
  "e_above_lowest_kj_mol": 0.0,
  "homo_lumo_gap_ev": 7.530,
  "total_charge": -1,
  "e_tot_ha": -3128.72804,
  "fmax_ha_per_bohr": 0.0615,
  "symbols": ["In", "S", "C", "C", "N", "C", "S", "C", "N", "Te", "C", "C", "C", "C", "S", "H", "H", "H", "O", "Si", "C", "C", "C", "C", "C", "C", "C", "C", "C", "C", "C", "C", "C", "C", "C", "C", "C", "C", "H", "H", "H", "H", "H", "H", "H", "H", "H", "H", "H", "H", "H", "H", "H"],
  "xyz": [[1.5568, 1.0672, 0.4986], [3.5139, 0.2874, -0.6761], [4.5378, 0.3831, 0.7457], [5.9143, 0.1717, 0.4154], [7.0265, 0.1433, 0.1489], [4.2034, 0.7406, 2.0271], [2.6557, 1.3321, 2.6127], [5.2784, 0.7873, 2.9352], [6.1541, 0.8398, 3.6824], [0.4500, 3.3358, -0.7178], [1.5885, 4.5868, 0.5194], [1.1040, 5.2350, 1.5937], [2.1324, 5.7746, 2.4218], [3.4009, 5.4178, 1.9939], [3.3450, 4.5478, 0.5405], [0.0685, 5.3687, 1.8446], [1.9093, 6.4176, 3.2497], [4.2971, 5.7889, 2.4588], [0.0788, -0.3243, 0.8021], [-0.9688, -1.0081, -0.1902], [-0.6965, -0.2190, -1.8777], [0.6077, -0.3875, -2.5517], [0.8849, 0.3546, -3.6630], [-0.0866, 1.2497, -4.1995], [-1.2611, 1.4028, -3.5398], [-1.5770, 0.7120, -2.3865], [-2.7437, -0.8929, 0.3288], [-3.6951, -1.9611, 0.2203], [-5.0074, -1.7252, 0.6539], [-5.3832, -0.5985, 1.3332], [-4.4148, 0.3918, 1.5068], [-3.1027, 0.2260, 1.0438], [-0.6761, -2.8928, -0.2534], [-1.0338, -3.6804, -1.3643], [-1.0171, -5.0834, -1.3657], [-0.7292, -5.6981, -0.1293], [-0.3474, -4.9319, 0.9814], [-0.3259, -3.5509, 0.9007], [1.3281, -1.1222, -2.2169], [1.8237, 0.1667, -4.1305], [-0.0128, 1.8023, -5.1198], [-1.9732, 2.1280, -3.9116], [-2.4962, 0.8887, -1.8006], [-3.4518, -2.8515, -0.2739], [-5.7404, -2.5117, 0.5526], [-6.4060, -0.4362, 1.7505], [-4.6797, 1.3503, 1.9967], [-2.4018, 0.9985, 1.2036], [-1.3080, -3.1528, -2.2864], [-1.2932, -5.6989, -2.2096], [-0.7684, -6.8013, 0.1049], [-0.2479, -5.3143, 2.0046], [-0.0143, -3.0535, 1.7919]],
  "forces_ev_per_angstrom": [[-1.11, 0.40, -0.47], [0.20, -0.16, 0.12], [-0.35, 0.06, 0.05], [-0.54, 0.28, 0.48], [0.81, -0.29, -0.30], [-0.26, 0.10, -1.34], [0.42, -0.20, 0.39], [0.70, 0.12, 1.03], [-0.14, -0.03, -0.05], [0.06, -0.40, -0.11], [0.75, -0.93, -0.47], [0.57, 0.90, 0.83], [0.74, -0.58, -0.69], [-1.26, 1.13, 0.74], [-0.88, -0.18, -0.16], [-0.32, -0.16, -0.20], [0.18, 0.08, 0.43], [0.30, -0.22, -0.14], [0.06, 0.25, 0.42], [0.78, -1.12, -0.78], [1.97, -0.59, -0.41], [-2.50, 0.26, 0.95], [-0.80, 0.46, -0.73], [0.90, -0.89, 0.33], [-1.17, 0.93, -0.09], [-0.16, -0.57, 1.14], [-0.50, -1.60, 0.39], [-0.39, 3.11, 0.37], [0.41, -1.68, -0.06], [-0.05, 1.63, 0.59], [-0.15, 0.81, 0.46], [-1.88, -0.04, -0.05], [-0.42, 0.41, -0.96], [0.18, 0.06, -0.70], [0.08, 0.19, 1.75], [0.40, -1.00, 0.94], [-0.86, 0.03, -0.08], [0.37, -0.68, 0.19], [-0.04, 0.00, 0.25], [0.55, 0.22, -0.53], [0.72, 0.02, -0.18], [-0.10, 0.02, -0.12], [0.34, 0.06, -0.69], [0.35, -1.18, -0.56], [-0.07, -0.23, -0.17], [0.93, -0.31, -0.58], [0.17, -0.76, -0.18], [0.74, 0.83, 0.17], [0.05, -0.24, 0.24], [0.00, 0.21, -0.18], [-0.10, 1.16, -0.98], [0.28, -0.49, -0.69], [0.02, 0.75, 0.37]],
  "nbo_charge": [1.17, -0.20, -0.27, 0.26, -0.32, -0.29, -0.18, 0.26, -0.32, 0.00, -0.47, -0.31, -0.26, -0.44, 0.46, 0.22, 0.21, 0.23, -1.31, 1.96, -0.49, -0.24, -0.15, -0.23, -0.22, -0.21, -0.50, -0.18, -0.23, -0.21, -0.21, -0.19, -0.48, -0.19, -0.24, -0.22, -0.23, -0.18, 0.23, 0.20, 0.21, 0.20, 0.22, 0.22, 0.20, 0.21, 0.20, 0.22, 0.21, 0.21, 0.21, 0.21, 0.22]
}